[1]
19
Properties=species:S:1:pos:R:3:forces:R:3 method="wB97M-V/def2-TZVPD" spin_multiplicity=1 orbital_gap_ha=0.37815 e_above_lowest_kj_mol=330.4 total_charge=0 e_tot_ha=-273.782720 smiles="CC1C=C1.C=CC"
C -1.97159 -0.24390 0.74519 0.05 -0.05 0.04
C -1.70105 -0.72767 -0.68382 -0.48 0.05 0.08
C -0.45687 -0.55361 -1.50278 0.02 -0.26 0.04
C -0.66866 -1.75685 -1.07316 0.03 0.18 -0.08
H -2.32843 0.79630 0.78981 0.16 -0.20 -0.21
H -2.77643 -0.85148 1.17851 0.14 0.03 -0.08
H -1.11423 -0.32456 1.42154 -0.03 -0.06 -0.24
H -2.63709 -0.72752 -1.25179 0.04 -0.08 0.03
H 0.11372 0.12459 -2.11823 -0.11 -0.17 0.18
H -0.38210 -2.80203 -1.08516 -0.10 0.30 0.08
C 1.49365 1.73321 -0.62175 -0.02 -0.06 0.30
C 1.14700 1.13041 0.51561 -0.12 0.25 -0.43
C 1.81298 -0.06921 1.10545 0.22 -0.15 0.15
H 2.30029 1.37112 -1.25482 0.07 0.01 0.22
H 0.96002 2.60147 -0.99696 -0.04 -0.11 0.11
H 0.25053 1.47819 1.02900 0.29 0.17 0.07
H 2.34865 0.17537 2.03652 -0.17 0.01 -0.25
H 1.08060 -0.84268 1.35672 0.04 0.09 -0.04
H 2.52900 -0.51115 0.41013 0.02 0.07 0.02



[2]
73
Properties=species:S:1:pos:R:3:forces:R:3 method="wB97M-V/def2-TZVPD" spin_multiplicity=1 orbital_gap_ha=0.37502 e_above_lowest_kj_mol=328.4 total_charge=0 e_tot_ha=-4467.600877 smiles="COP(=O)(OC)OC.COP(=O)(OC)OC.COP(=O)(OC)OC.COP(=O)(OC)OC.ClC(Cl)Cl"
C 7.43197 -1.24705 -4.02085 0.35 -0.39 -1.25
O 7.01567 -0.31435 -5.09742 -0.90 0.05 1.54
P 5.43499 -0.20996 -5.29797 -0.52 -2.70 -0.83
O 4.81724 -1.59055 -5.47551 0.67 3.24 0.65
O 4.85044 0.69332 -4.08260 2.57 -0.24 -1.04
C 3.50631 0.62011 -3.83239 -2.66 -0.78 0.07
O 5.39602 0.74203 -6.57168 0.60 0.51 0.24
C 4.19653 1.33528 -7.07715 -0.97 -1.25 0.41
H 7.33973 -0.86906 -3.00266 0.08 0.52 -0.32
H 8.45229 -1.48834 -4.31884 0.07 0.26 0.51
H 6.89435 -2.19358 -4.07697 -0.37 0.22 -0.21
H 3.08056 1.55492 -3.46775 0.52 0.12 0.20
H 3.28076 -0.20747 -3.15982 -0.04 0.11 0.27
H 2.92725 0.38754 -4.72609 -0.04 -0.06 -0.17
H 4.28164 1.54696 -8.14300 0.35 0.01 0.25
H 3.81552 2.19480 -6.52564 0.70 0.27 0.12
H 3.43630 0.56860 -6.92764 -0.39 0.02 -0.51
C -1.87142 -3.58277 -3.36298 0.19 0.00 -0.38
O -1.01943 -3.14705 -2.28671 2.03 0.61 -0.01
P 0.61511 -3.10548 -2.54876 -0.24 -2.35 -0.33
O 1.06124 -2.49965 -3.82470 -0.51 0.00 1.28
O 0.95034 -4.72838 -2.47529 0.27 1.35 0.38
C 1.58456 -5.48442 -3.56045 -0.43 1.25 -0.33
O 1.26983 -2.51127 -1.16744 -1.74 -6.33 -2.75
C 1.29634 -1.22814 -0.92593 0.64 4.87 1.54
H -2.51146 -4.38395 -2.99342 0.07 0.13 0.05
H -1.31473 -3.93089 -4.23304 0.27 -0.20 0.17
H -2.46649 -2.75691 -3.75278 -0.06 0.13 0.43
H 2.23545 -6.30155 -3.24942 -0.35 0.19 0.79
H 2.20041 -4.80663 -4.15158 -0.16 0.02 -0.12
H 0.76331 -5.87295 -4.16268 0.21 -0.10 -0.11
H 0.67907 -0.61345 -1.58110 0.21 0.12 -0.27
H 2.33649 -0.90357 -0.89678 0.11 0.40 -0.57
H 0.97912 -0.97770 0.08638 -0.41 -0.43 0.14
C -3.47555 1.95848 0.86617 -0.56 0.18 -1.59
O -4.65571 2.69050 1.30983 0.25 -0.95 0.90
P -5.57339 2.11791 2.51586 -1.74 -0.62 -1.30
O -5.10626 0.87164 3.14929 -0.35 0.89 -0.73
O -7.04197 1.95960 1.76142 1.65 1.85 0.99
C -7.83525 3.15814 1.39272 -1.38 -1.41 0.24
O -5.79634 3.35313 3.51411 0.18 -0.89 -1.18
C -4.66779 4.17645 3.73579 0.56 1.06 1.14
H -2.67486 2.68753 0.74182 0.22 -0.35 0.94
H -3.60955 1.62727 -0.16362 -0.69 0.33 -0.36
H -3.29985 0.97497 1.30200 0.21 0.64 1.17
H -8.65319 3.21975 2.11055 0.23 0.08 0.37
H -8.36678 2.87420 0.48444 0.47 0.06 -0.26
H -7.44097 4.16887 1.28750 1.04 -0.51 0.11
H -3.72510 3.84885 3.29748 -0.31 -0.13 -0.45
H -4.45524 4.22222 4.80388 -0.27 -0.10 0.13
H -4.92798 5.18845 3.42558 0.22 -0.06 -0.23
C -2.97478 0.46132 4.99100 -0.77 -1.14 -0.67
O -1.76819 0.57377 5.69722 1.73 0.78 1.36
P -0.81934 -0.67071 6.09134 -1.10 -0.35 0.35
O -1.27724 -1.51954 7.26844 1.19 1.63 -3.19
O -0.72148 -1.34617 4.57785 -0.38 -0.08 1.87
C 0.22957 -0.85380 3.65086 1.06 -0.37 -0.09
O 0.58788 0.08136 6.27815 0.10 -0.56 0.47
C 1.60121 -0.27997 7.29413 -0.58 0.52 -0.60
H -2.87941 0.65819 3.92317 0.64 -0.57 -0.08
H -3.76812 1.17579 5.21064 0.42 0.09 1.13
H -3.30162 -0.55554 5.20845 -0.81 0.15 -0.64
H 0.22501 -1.44972 2.73821 -0.49 -0.24 0.14
H 1.21011 -1.01982 4.09704 0.21 0.39 -0.21
H 0.11838 0.18524 3.34081 -0.27 0.11 0.46
H 1.89566 -1.32597 7.20877 -0.41 0.01 0.25
H 1.24091 0.03437 8.27366 -0.12 -0.52 -0.04
H 2.49218 0.31504 7.09356 -0.23 0.12 -0.36
Cl -0.14254 1.29722 0.69521 0.73 0.74 -0.16
C 1.25797 2.44991 0.42407 -1.12 -0.07 0.78
Cl 2.27127 1.88532 -0.87936 0.01 0.30 0.28
Cl 2.09486 2.70835 1.96674 0.11 -0.26 -0.39
H 0.78819 3.40896 0.20584 0.23 -0.31 -0.37



[3]
14
Properties=species:S:1:pos:R:3:forces:R:3 method="wB97M-V/def2-TZVPD" spin_multiplicity=1 orbital_gap_ha=0.36180 e_above_lowest_kj_mol=376.4 total_charge=0 e_tot_ha=-324.581098 smiles="OCC=C=C1CN1"
O -3.00752 -1.07561 -0.35631 0.00 -0.23 -0.15
C -2.34800 0.15790 -0.59195 0.13 0.42 0.08
C -0.87726 -0.06290 -0.81838 0.11 -0.14 -0.04
C 0.15864 0.11964 -0.03913 0.11 -0.09 -0.08
C 1.34974 0.13230 0.46378 -0.19 0.04 -0.14
C 2.67243 0.69792 0.67186 0.17 0.26 -0.03
N 2.29061 -0.64614 1.16920 -0.01 -0.18 0.13
H -2.60292 -1.73110 -0.93766 -0.15 -0.01 0.10
H -2.77364 0.65892 -1.47551 0.05 -0.09 0.14
H -2.55527 0.78252 0.27724 0.16 0.00 -0.02
H -0.64171 -0.54547 -1.77069 -0.07 0.02 0.00
H 2.80538 1.51605 1.37480 -0.12 -0.12 0.01
H 3.39414 0.67463 -0.14067 -0.12 0.02 0.08
H 2.13537 -0.67863 2.17341 -0.06 0.10 -0.09



[4]
12
Properties=species:S:1:pos:R:3:forces:R:3 method="wB97M-V/def2-TZVPD" spin_multiplicity=1 orbital_gap_ha=0.32219 e_above_lowest_kj_mol=396.6 total_charge=0 e_tot_ha=-405.616062 smiles="O=C=C(O)F.C=C"
O -2.59268 1.49110 0.74408 0.73 -1.47 -1.12
C -2.08401 0.59734 0.15138 -0.43 1.31 0.87
C -1.34185 -0.36636 -0.35803 0.06 -1.66 -0.36
O -0.64215 -0.35063 -1.55244 -1.14 -2.60 0.19
F -1.39473 -1.59434 0.33951 0.30 1.69 -1.09
H -0.73748 -1.28547 -1.99387 -0.02 2.56 1.21
C 1.30706 -0.06416 1.03815 -2.36 3.86 -0.71
C 1.51383 0.48162 -0.13158 2.58 0.00 -2.36
H 1.86321 -0.77388 1.43720 2.68 -3.23 1.49
H 0.65958 0.44465 1.71365 -1.07 -0.16 0.42
H 2.45359 0.15247 -0.67885 -1.40 0.06 0.32
H 0.99564 1.26767 -0.70919 0.04 -0.36 1.13